Arrangement a

137
Properties=species:S:1:pos:R:3 method="wB97M-V/def2-TZVPD" homo_lumo_gap_ev=8.61 charge=-1 molar_mass_g_mol=791.53 homo_ha=-0.2302 lumo_ev=2.3439
Cl 0.601 -0.460 -0.670
O 1.504 -0.128 0.402
O 0.563 0.646 -1.618
O 1.030 -1.692 -1.281
O -0.743 -0.594 -0.120
C 2.535 -3.518 4.514
C 1.452 -2.489 4.208
C 0.967 -2.583 2.763
O 0.223 -3.786 2.547
C 0.139 -3.967 1.173
N 0.336 -2.730 5.150
H 2.153 -4.487 4.839
H 3.238 -3.192 5.285
H 3.131 -3.717 3.619
H 1.930 -1.525 4.410
H 1.804 -2.547 2.062
H 0.331 -1.714 2.566
H 1.114 -3.917 0.667
H -0.449 -3.223 0.614
H -0.283 -4.930 0.869
H -0.243 -1.888 5.108
H 0.701 -2.526 6.086
C -1.605 6.400 2.747
C -2.510 5.536 1.882
C -1.844 4.209 1.522
O -0.754 4.458 0.676
C 0.086 3.324 0.478
N -3.747 5.220 2.610
H -0.618 6.574 2.321
H -1.552 5.944 3.735
H -2.018 7.410 2.828
H -2.759 6.050 0.946
H -2.580 3.545 1.049
H -1.575 3.681 2.446
H -0.432 2.366 0.404
H 0.881 3.287 1.227
H 0.582 3.460 -0.483
H -4.424 5.979 2.623
H -4.249 4.595 1.975
C -2.614 1.666 -3.852
C -2.608 2.780 -2.803
C -3.600 3.889 -3.069
O -3.200 4.722 -4.143
C -4.034 5.852 -4.242
N -2.743 2.082 -1.519
H -3.642 1.352 -4.068
H -2.107 0.756 -3.534
H -2.218 1.943 -4.831
H -1.570 3.136 -2.790
H -3.781 4.504 -2.178
H -4.584 3.448 -3.273
H -3.793 6.510 -5.076
H -3.859 6.408 -3.312
H -5.083 5.557 -4.352
H -2.183 1.245 -1.469
H -2.568 2.635 -0.694
C -3.453 -3.452 -1.604
C -2.138 -3.837 -2.292
C -2.264 -5.219 -3.013
O -2.797 -6.271 -2.228
C -1.960 -6.667 -1.181
N -1.804 -2.839 -3.301
H -3.340 -2.445 -1.198
H -3.831 -4.148 -0.853
H -4.253 -3.377 -2.348
H -1.304 -3.850 -1.589
H -1.284 -5.510 -3.398
H -2.964 -5.062 -3.833
H -0.999 -7.133 -1.425
H -2.487 -7.330 -0.493
H -1.723 -5.801 -0.546
H -2.558 -2.661 -3.947
H -1.449 -1.998 -2.865
C 3.094 -4.210 -4.582
C 1.694 -4.348 -3.963
C 1.693 -4.882 -2.534
O 2.320 -6.153 -2.433
C 2.410 -6.571 -1.089
N 1.048 -3.025 -4.001
H 2.994 -3.835 -5.601
H 3.508 -5.212 -4.726
H 3.793 -3.586 -4.028
H 1.128 -5.073 -4.554
H 0.654 -5.037 -2.212
H 2.141 -4.130 -1.873
H 3.138 -7.380 -1.067
H 1.428 -6.741 -0.638
H 2.878 -5.794 -0.469
H 1.535 -2.463 -3.307
H 0.093 -3.096 -3.631
C -4.308 -5.744 1.687
C -3.072 -5.190 2.397
C -3.223 -3.661 2.487
O -2.242 -3.111 3.377
C -2.388 -1.699 3.258
N -2.923 -5.739 3.755
H -4.510 -6.799 1.905
H -4.208 -5.759 0.597
H -5.260 -5.258 1.917
H -2.175 -5.381 1.808
H -4.232 -3.423 2.846
H -3.040 -3.162 1.530
H -1.864 -1.178 4.061
H -3.433 -1.420 3.434
H -1.978 -1.302 2.326
H -2.840 -6.747 3.653
H -3.863 -5.603 4.131
C 2.501 5.769 2.422
C 3.666 5.576 1.460
C 4.717 4.731 2.214
C 5.734 3.941 1.404
C 5.021 3.212 0.265
C 4.098 4.067 -0.602
N 3.200 4.806 0.307
O 2.258 5.519 -0.463
C 4.929 5.076 -1.446
C 3.341 3.083 -1.497
C 4.234 6.970 1.096
H 1.704 6.287 1.881
H 2.051 4.833 2.756
H 2.753 6.390 3.282
H 5.260 5.449 2.836
H 4.232 4.060 2.928
H 6.453 4.677 1.021
H 6.368 3.296 2.012
H 4.376 2.477 0.754
H 5.761 2.713 -0.362
H 5.350 4.619 -2.346
H 5.769 5.488 -0.892
H 4.254 5.834 -1.847
H 2.619 3.621 -2.117
H 2.725 2.338 -0.986
H 3.972 2.481 -2.151
H 4.522 7.082 0.049
H 3.501 7.781 1.140
H 5.115 7.302 1.648
H 1.403 5.273 -0.088

Arrangement b

137
Properties=species:S:1:pos:R:3 method="wB97M-V/def2-TZVPD" homo_lumo_gap_ev=7.99 charge=-1 molar_mass_g_mol=791.53 homo_ha=-0.2153 lumo_ev=2.1324
Cl -1.196 1.072 0.191
O -0.997 1.664 -1.095
O -0.050 0.536 0.863
O -1.776 2.147 1.011
O -2.164 0.012 0.039
C -1.577 7.494 -0.760
C -0.824 7.937 0.546
C -1.809 8.452 1.642
O -1.003 8.977 2.718
C -1.827 9.841 3.569
N -0.033 6.772 0.990
H -2.099 6.538 -0.772
H -0.817 7.469 -1.541
H -2.300 8.283 -0.964
H -0.232 8.832 0.353
H -2.556 7.747 2.007
H -2.351 9.286 1.197
H -2.219 9.296 4.428
H -2.739 10.276 3.159
H -1.171 10.656 3.875
H 0.368 6.309 0.187
H -0.627 5.966 1.122
C 3.911 2.439 4.733
C 3.086 3.568 4.223
C 1.818 3.785 5.066
O 1.102 4.924 4.733
C -0.161 4.887 5.420
N 3.974 4.639 4.049
H 4.874 2.479 4.224
H 3.431 1.471 4.586
H 4.173 2.479 5.790
H 2.795 3.355 3.194
H 2.007 3.732 6.139
H 1.271 2.886 4.783
H -0.500 5.905 5.612
H -0.068 4.373 6.377
H -0.956 4.466 4.805
H 4.699 4.516 4.740
H 4.523 4.447 3.223
C -6.265 0.718 4.686
C -5.935 -0.692 4.168
C -4.653 -1.320 4.717
O -4.445 -2.717 4.384
C -3.160 -3.151 4.331
N -6.908 -1.605 4.559
H -7.283 0.956 4.378
H -5.642 1.456 4.182
H -6.212 0.790 5.772
H -5.805 -0.589 3.091
H -4.523 -1.328 5.799
H -3.806 -0.666 4.512
H -2.597 -2.721 5.160
H -2.671 -2.925 3.384
H -3.031 -4.225 4.457
H -6.827 -1.932 5.511
H -7.828 -1.202 4.659
C 5.366 2.104 -2.349
C 5.158 3.341 -3.274
C 5.215 2.942 -4.796
O 5.493 4.025 -5.688
C 5.483 3.599 -7.142
N 3.957 4.017 -3.064
H 6.112 1.356 -2.618
H 4.463 1.504 -2.235
H 5.856 2.513 -1.465
H 5.958 4.066 -3.123
H 4.317 2.382 -5.059
H 5.959 2.151 -4.892
H 6.442 3.168 -7.432
H 5.491 4.459 -7.811
H 4.662 2.926 -7.391
H 3.180 3.393 -3.228
H 3.973 4.478 -3.963
C -7.393 -3.197 -1.971
C -7.634 -4.037 -0.744
C -8.122 -5.447 -1.099
O -8.390 -6.150 0.101
C -8.615 -7.552 -0.211
N -6.477 -4.055 0.094
H -6.685 -3.654 -2.662
H -7.008 -2.215 -1.693
H -8.363 -3.133 -2.464
H -8.375 -3.509 -0.144
H -7.339 -5.901 -1.707
H -9.013 -5.426 -1.727
H -7.770 -8.051 -0.685
H -9.367 -7.796 -0.962
H -8.813 -8.212 0.633
H -5.721 -4.471 -0.431
H -6.020 -3.154 0.090
C 0.099 0.158 -7.909
C -0.617 0.456 -6.572
C -2.095 0.836 -6.793
O -2.147 1.980 -7.620
C -3.503 2.298 -8.001
N -0.442 -0.625 -5.601
H 0.279 1.075 -8.470
H -0.655 -0.486 -8.361
H 0.985 -0.462 -7.767
H -0.174 1.358 -6.151
H -2.630 0.955 -5.851
H -2.727 0.055 -7.216
H -4.225 2.260 -7.186
H -3.845 1.532 -8.697
H -3.470 3.127 -8.708
H -0.951 -1.476 -5.793
H -0.691 -0.350 -4.662
C 3.368 -4.593 -0.253
C 4.932 -4.746 0.028
C 5.544 -3.742 0.992
C 5.226 -4.166 2.407
C 5.710 -5.576 2.745
C 5.229 -6.687 1.742
N 5.287 -6.115 0.382
O 4.950 -7.127 -0.524
C 6.144 -8.008 1.972
C 3.760 -7.040 2.128
C 5.655 -4.376 -1.367
H 3.035 -3.613 0.090
H 3.056 -4.736 -1.287
H 2.676 -5.280 0.234
H 6.588 -3.479 0.822
H 4.945 -2.839 0.876
H 5.577 -3.520 3.211
H 4.144 -4.153 2.536
H 5.312 -5.879 3.714
H 6.767 -5.627 3.006
H 7.187 -7.825 1.717
H 5.861 -8.884 1.388
H 6.158 -8.387 2.993
H 3.032 -6.231 2.075
H 3.509 -7.540 3.064
H 3.373 -7.718 1.367
H 5.531 -3.382 -1.797
H 6.723 -4.582 -1.424
H 5.173 -5.009 -2.112
H 3.995 -7.051 -0.466

Stability, lowest: arrangement b

Arrangement a

18
Properties=species:S:1:pos:R:3 method="wB97M-V/def2-TZVPD" homo_lumo_gap_ev=10.71 charge=+1 molar_mass_g_mol=102.11 homo_ha=-0.5483 lumo_ev=-4.2131
C -1.963 0.099 -0.621
N -0.724 0.303 -0.620
H -2.516 -0.652 -1.162
H -2.571 0.747 0.004
H -0.094 0.930 -0.123
H -0.108 -0.371 -1.106
H 3.708 -0.071 -2.329
H 3.258 0.322 -3.748
O 2.929 0.219 -2.839
H 1.819 -1.153 -1.978
H 0.806 -2.005 -2.860
O 0.988 -1.675 -1.984
H -1.601 -1.274 2.131
H -0.732 0.055 2.549
O -1.058 -0.535 1.857
H -1.359 2.104 4.379
H 0.048 1.596 4.379
O -0.832 1.359 4.070

Arrangement b

18
Properties=species:S:1:pos:R:3 method="wB97M-V/def2-TZVPD" homo_lumo_gap_ev=11.41 charge=+1 molar_mass_g_mol=102.11 homo_ha=-0.5587 lumo_ev=-3.7949
C 1.661 -0.005 -0.199
N 0.399 -0.050 -0.022
H 2.242 0.376 0.627
H 2.135 -0.259 -1.139
H -0.186 -0.379 -0.831
H 0.062 -0.033 0.950
H -1.768 0.871 2.769
H -0.298 0.769 3.186
O -0.892 0.657 2.435
H -1.690 0.035 -2.314
H -1.672 -1.530 -2.263
O -1.130 -0.739 -2.162
H 3.351 -2.194 1.994
H 4.463 -1.216 1.657
O 3.501 -1.330 1.571
H -3.479 1.664 -2.867
H -3.556 1.990 -1.390
O -3.142 1.372 -2.004

Stability, lowest: arrangement a

Arrangement a

18
Properties=species:S:1:pos:R:3 method="wB97M-V/def2-TZVPD" multiplicity=2 homo_lumo_gap_ev="9.10 / 6.45" charge=+1 molar_mass_g_mol=101.15 homo_ha="-0.5529 / -0.5529" lumo_ev="-5.9439 / -8.5961"
C -0.257 -1.362 -2.708
C -0.060 -1.472 -1.131
C 0.066 -0.174 -0.423
C 1.003 0.097 0.549
N 1.171 1.311 1.170
C 0.357 2.295 1.312
H -1.258 -1.582 -3.081
H -0.128 -0.273 -2.951
H 0.522 -1.844 -3.305
H -1.064 -1.848 -0.974
H 0.760 -2.154 -0.915
H -0.409 0.599 -1.020
H 1.881 -0.517 0.687
H 0.744 3.149 1.865
H -0.678 2.144 0.869
H -0.864 0.734 2.614
H -0.503 0.443 4.007
O -1.282 0.453 3.434

Arrangement b

18
Properties=species:S:1:pos:R:3 method="wB97M-V/def2-TZVPD" multiplicity=2 homo_lumo_gap_ev="10.46 / 7.30" charge=+1 molar_mass_g_mol=101.15 homo_ha="-0.5625 / -0.5564" lumo_ev="-4.8501 / -7.8400"
C -0.353 2.374 -0.648
C 0.181 1.010 -1.106
C 0.810 0.265 0.064
C 0.775 0.535 1.391
C 0.840 -2.054 -0.064
N 1.435 -0.963 -0.297
H -1.284 2.255 -0.094
H 0.367 2.888 -0.013
H -0.558 3.103 -1.432
H 0.894 1.136 -1.924
H -0.542 0.290 -1.507
H 0.497 1.552 1.625
H 0.828 -0.216 2.166
H -0.229 -2.180 -0.297
H 1.286 -2.957 0.364
H -2.468 -0.333 0.883
H -3.261 -1.506 0.106
O -2.489 -1.249 0.596

Arrangement c

18
Properties=species:S:1:pos:R:3 method="wB97M-V/def2-TZVPD" multiplicity=2 homo_lumo_gap_ev="9.83 / 7.25" charge=+1 molar_mass_g_mol=101.15 homo_ha="-0.5407 / -0.5443" lumo_ev="-4.8808 / -7.5579"
C 0.275 -2.108 -0.942
C -0.799 -1.107 -0.464
C -0.355 0.265 -0.164
C 0.797 0.624 0.560
N 1.711 -0.292 0.918
C 2.210 -0.370 2.095
H 1.114 -1.702 -1.481
H -0.213 -2.892 -1.521
H 0.633 -2.633 -0.050
H -1.283 -1.468 0.451
H -1.575 -0.972 -1.213
H -0.997 1.081 -0.462
H 0.960 1.684 0.777
H 2.968 -1.132 2.285
H 1.857 0.288 2.891
H -3.754 2.552 -1.339
H -2.565 3.191 -2.043
O -2.784 2.556 -1.351

Stability, lowest: arrangement a

Arrangement a

23
Properties=species:S:1:pos:R:3 method="wB97M-V/def2-TZVPD" homo_lumo_gap_ev=8.83 charge=0 molar_mass_g_mol=130.19 homo_ha=-0.2945 lumo_ev=0.8189
C -1.293 -1.575 -1.233
C -1.461 -0.427 -0.552
C 1.020 0.604 0.165
C -3.162 0.363 0.759
C 2.742 -0.918 -0.648
C -1.879 -0.324 0.839
N 3.331 1.265 0.233
N 2.268 0.375 -0.049
O 0.867 1.905 0.606
H -1.681 -2.495 -0.721
H -0.984 -1.758 -2.285
H -1.237 0.554 -0.941
H -3.123 1.377 0.743
H -3.790 0.048 1.693
H -3.732 -0.061 -0.027
H 3.688 -1.036 -0.111
H 2.027 -1.613 -0.423
H 2.706 -0.860 -1.776
H -1.940 -1.320 1.211
H -1.173 0.168 1.396
H 3.745 1.730 -0.576
H 3.127 1.936 0.905
H -0.066 2.059 0.790

Arrangement b

23
Properties=species:S:1:pos:R:3 method="wB97M-V/def2-TZVPD" homo_lumo_gap_ev=9.60 smiles=C[C@@H]1NCCO[C@]1(C)N charge=0 molar_mass_g_mol=130.19 homo_ha=-0.3146 lumo_ev=1.0424
C -1.748 -1.295 -0.368
C -0.778 -0.379 0.362
N -1.328 0.958 0.426
C -0.389 2.007 0.765
C 0.977 1.367 1.251
O 1.613 0.508 0.339
C 0.683 -0.361 -0.332
C 1.302 -1.755 -0.310
N 0.511 0.049 -1.707
H -1.488 -2.339 -0.201
H -1.717 -1.087 -1.439
H -2.760 -1.125 0.011
H -0.628 -0.735 1.389
H -1.804 1.171 -0.440
H -0.182 2.677 -0.088
H -0.784 2.593 1.598
H 0.794 0.851 2.204
H 1.685 2.180 1.435
H 1.212 -2.197 0.675
H 0.817 -2.386 -1.044
H 2.363 -1.664 -0.545
H 0.268 1.034 -1.762
H 1.381 -0.074 -2.219

Stability, lowest: arrangement a